Computed, not measured: an isolated molecule of C9H14N2O, with wB97M-V/def2-TZVPD.

## Properties
ΔE to the lowest compared entry with this formula, charge and spin   3.4504 eV
M   166.22 g mol⁻¹
SMILES   CN1c2ccoc2C(C)(C)N1C
HOMO-LUMO gap   0.2856 hartree
DFT total energy   -14584.1314 eV

```
! wB97M-V def2-TZVPD RIJCOSX def2/J DEFGRID3
* xyz 0 1
C 0.16 -2.61 -0.29
N -0.06 -1.31 0.28
C -1.28 -0.68 0.10
C -2.72 -0.86 0.11
C -3.23 0.35 -0.23
O -2.28 1.32 -0.31
C -1.11 0.63 -0.18
C 0.33 0.99 -0.13
C 0.70 1.84 -1.35
C 0.65 1.71 1.23
N 0.93 -0.39 -0.05
C 2.24 -0.64 0.52
H -0.10 -2.72 -1.29
H 1.21 -2.89 -0.28
H -0.41 -3.26 0.42
H -3.17 -1.88 0.10
H -4.27 0.61 -0.25
H 1.75 1.85 -1.32
H 0.29 2.89 -1.30
H 0.46 1.32 -2.25
H 1.68 1.84 1.49
H 0.16 1.27 2.02
H 0.12 2.79 1.12
H 2.78 -1.50 -0.02
H 2.87 0.21 0.29
H 2.30 -0.88 1.59
*
```